ORCA calculation (ωB97M-V/def2-TZVPD) on a structure of composition C3H8O2 in a non-equilibrium geometry.

```
13
Properties=species:S:1:pos:R:3:forces:R:3
C -1.7977 -0.5125 -0.2292 0.6 -0.1 2.5
O -2.6899 0.5228 0.1128 -0.1 0.0 -0.2
H -2.5129 1.2943 -0.4364 0.0 -0.1 0.1
H -2.0398 -1.3756 0.3921 -0.3 -0.1 -0.1
H -1.8899 -0.8318 -1.2768 0.7 0.2 0.0
H -0.5641 -0.2517 0.3630 -4.3 -1.2 -1.1
C 1.1219 0.2602 0.0434 -0.8 -0.3 -1.8
C 2.1654 -0.5638 0.1177 -0.1 0.0 0.1
O 1.1443 1.5774 0.4044 0.1 0.1 -0.1
H 2.0301 1.8372 0.7054 -0.2 -0.2 0.0
H -0.1980 -0.1097 -0.4891 4.6 1.3 0.6
H 3.1609 -0.2324 0.4085 -0.1 0.0 0.2
H 2.0696 -1.6144 -0.1157 -0.1 0.0 -0.2
```
Positions in Å, forces in eV/Å.

Relative energy (zero: lowest compared OMol25 entry of this formula, charge and spin) = 138.1 kcal per mole
2S+1 = 1
Frontier orbital gap = 9.188 eV
DFT total energy = -269.374866 hartree
Molecular weight = 76.095 g mol⁻¹

natural (NBO) atomic charge list, values in e, 4 entries: -0.326 -0.711 0.470 0.193